Record 1
Molecular formula: C50H79F9N2O20PS
Method: DFT, the ωB97M-V functional and the def2-TZVPD basis

XYZ file:
```
162
C50H79F9N2O20PS, DFT the ωB97M-V functional and the def2-TZVPD basis
C 5.95 1.61 0.51
O 6.13 2.20 -0.82
C 5.45 3.54 -0.91
C 4.54 3.50 -2.27
C 2.95 3.83 -2.06
C 2.17 2.89 -0.97
C 1.31 1.64 -1.61
C 0.22 1.99 -2.81
C -0.34 3.52 -2.82
C -1.93 3.66 -3.30
F -1.93 3.24 -4.75
F -2.84 2.73 -2.61
C -2.45 5.25 -3.23
F -1.72 5.93 -4.37
F -1.98 5.96 -2.00
C -4.04 5.43 -3.55
F -4.33 6.89 -3.82
F -4.48 4.71 -4.80
C -5.06 4.97 -2.36
F -4.43 4.66 -1.06
F -5.78 3.72 -2.80
F -6.17 5.97 -2.09
N 2.45 0.66 -1.95
N 2.93 0.66 -3.27
C 2.31 -0.82 -1.52
C 2.85 -2.00 -2.52
C 3.12 -3.41 -1.66
O 3.64 -3.45 -0.43
O 2.75 -4.69 -2.31
C 2.69 -5.77 -1.31
C 1.34 -6.13 -0.40
O 3.75 -6.59 -1.10
C 0.77 -0.81 -0.97
S -0.41 -1.52 -2.21
C -0.22 -3.42 -2.26
O -1.92 -1.28 -1.96
O -0.15 -1.08 -3.70
C 0.57 0.75 -0.40
C 1.42 0.60 1.04
C 1.17 1.82 2.10
C 2.28 1.59 3.33
C 1.74 2.23 4.78
O 2.94 2.45 5.63
C 3.71 1.19 5.78
P -1.26 1.24 0.05
C -1.43 3.10 0.40
O -1.63 0.28 1.50
H 4.89 1.11 0.64
H 6.17 2.40 1.35
H 6.75 0.73 0.60
H 4.85 3.80 0.06
H 6.35 4.31 -1.03
H 4.77 2.49 -2.83
H 4.97 4.36 -2.98
H 2.45 3.80 -3.14
H 2.87 4.96 -1.71
H 1.38 3.60 -0.42
H 2.94 2.59 -0.15
H -0.74 1.29 -2.78
H 0.67 1.81 -3.91
H -0.17 4.14 -1.85
H 0.27 4.10 -3.67
H 3.35 0.89 -1.43
H 3.97 0.49 -3.18
H 2.83 1.59 -3.72
H 3.09 -0.91 -0.63
H 2.13 -2.30 -3.39
H 3.91 -1.77 -3.02
H 1.11 -5.21 0.29
H 1.54 -7.07 0.29
H 0.37 -6.27 -1.07
H 0.81 -1.66 -0.14
H 0.46 -3.77 -3.16
H 0.18 -3.72 -1.20
H -1.30 -3.90 -2.38
H 2.60 0.59 0.85
H 1.15 -0.41 1.61
H 0.13 1.83 2.63
H 1.38 2.90 1.70
H 3.36 1.97 3.05
H 2.32 0.41 3.48
H 0.97 1.52 5.32
H 1.27 3.30 4.54
H 4.28 1.17 6.82
H 3.02 0.24 5.72
H 4.54 1.15 4.93
H -2.21 3.21 1.31
H -0.45 3.64 0.76
H -1.87 3.74 -0.47
H -2.12 -0.52 1.11
O -1.52 -7.25 -2.58
C -2.14 -7.68 -1.63
O -1.76 -7.54 -0.33
C -2.66 -8.26 0.51
C -3.93 -8.39 -0.29
C -3.41 -8.47 -1.71
H -2.22 -9.23 0.75
H -2.82 -7.71 1.44
H -4.54 -9.25 0.00
H -4.54 -7.49 -0.18
H -3.18 -9.50 -2.00
H -4.11 -8.02 -2.42
O -8.65 5.16 -9.53
C -8.06 5.60 -8.56
O -8.30 6.82 -8.00
C -7.36 7.06 -6.96
C -6.88 5.70 -6.54
C -6.94 4.92 -7.84
H -6.56 7.69 -7.35
H -7.85 7.58 -6.13
H -5.88 5.71 -6.09
H -7.57 5.26 -5.82
H -6.02 5.02 -8.42
H -7.17 3.87 -7.66
O 2.74 -0.04 8.07
C 1.75 -0.74 7.96
O 0.63 -0.39 7.27
C -0.37 -1.40 7.44
C 0.39 -2.64 7.82
C 1.57 -2.09 8.59
H -1.06 -1.08 8.23
H -0.93 -1.52 6.51
H -0.21 -3.36 8.39
H 0.75 -3.15 6.91
H 1.34 -1.97 9.65
H 2.46 -2.71 8.45
O 3.79 2.69 -5.27
C 3.70 3.85 -5.63
O 3.15 4.85 -4.88
C 3.11 6.05 -5.65
C 4.16 5.87 -6.72
C 4.13 4.39 -6.96
H 2.10 6.16 -6.07
H 3.32 6.91 -5.01
H 3.97 6.47 -7.61
H 5.14 6.16 -6.32
H 3.38 4.11 -7.72
H 5.12 4.01 -7.24
O 2.24 -4.67 6.27
C 1.65 -4.84 5.22
O 1.05 -3.85 4.50
C 0.35 -4.41 3.39
C 1.01 -5.75 3.16
C 1.42 -6.17 4.55
H -0.70 -4.51 3.66
H 0.45 -3.76 2.52
H 0.35 -6.47 2.67
H 1.90 -5.63 2.54
H 0.62 -6.70 5.07
H 2.33 -6.76 4.54
O -2.49 -3.06 5.46
C -3.12 -3.49 6.42
O -2.73 -3.36 7.72
C -3.64 -4.07 8.56
C -4.90 -4.20 7.75
C -4.39 -4.29 6.34
H -3.20 -5.05 8.80
H -3.80 -3.52 9.48
H -5.52 -5.06 8.05
H -5.51 -3.30 7.87
H -4.15 -5.31 6.05
H -5.09 -3.84 5.63
```

Summary:
E_HOMO, eV: -10.67
HOMO-LUMO gap, eV: 8.15
Net charge: +1

Löwdin atomic charge list, values in e, 2 entries:
1 C -0.123
2 O -0.275

Record 2
Molecular formula: C6H12O
Method: DFT, the ωB97M-V functional and the def2-TZVPD basis

XYZ file:
```
19
C6H12O, DFT the ωB97M-V functional and the def2-TZVPD basis
C -2.77 0.31 -0.12
C -1.37 0.66 0.36
C -0.40 -0.51 0.14
C 0.97 -0.25 0.69
C 2.20 -1.00 0.35
C 2.04 0.32 -0.31
O 1.79 0.23 -1.68
H -2.77 0.04 -1.18
H -3.16 -0.56 0.44
H -3.47 1.13 0.02
H -1.40 0.93 1.43
H -1.01 1.55 -0.17
H -0.27 -0.67 -0.93
H -0.81 -1.42 0.58
H 1.00 0.21 1.69
H 2.03 -1.80 -0.36
H 2.96 -1.20 1.10
H 1.96 1.25 0.20
H 1.97 1.07 -2.11
```

Summary:
E_HOMO, eV: -8.46
HOMO-LUMO gap, eV: 9.40
Structure (SMILES): CCC[C@H]1C[C@H]1O

Löwdin atomic charge list, values in e, 2 entries:
1 C -0.124
2 C -0.263

Record 3
Molecular formula: C4H6ClN2OS
Method: DFT, the ωB97M-V functional and the def2-TZVPD basis

XYZ file:
```
15
C4H6ClN2OS, DFT the ωB97M-V functional and the def2-TZVPD basis
C 0.55 1.17 -0.32
C 0.49 0.46 -1.48
C -0.44 -0.64 0.73
C 0.02 1.15 2.13
N 0.02 0.55 0.83
N -0.16 -0.66 -1.58
O -1.95 -2.35 -2.13
S -0.65 -1.94 -2.63
Cl 0.75 -3.42 -2.01
H 1.07 2.12 -0.13
H 1.22 0.90 -2.20
H -0.96 -1.47 1.15
H 0.81 1.96 2.33
H -0.98 1.79 2.29
H 0.21 0.39 3.00
```

Summary:
E_HOMO (alpha / beta), eV: -13.65 / -13.66
HOMO-LUMO gap (alpha / beta), eV: 7.21 / 7.16
Net charge: +1

Löwdin atomic charge list, values in e, 2 entries:
1 C -0.038
2 C -0.189

Record 4
Molecular formula: C25H31ClCsI2N4O5S2
Method: DFT, the ωB97M-V functional and the def2-TZVPD basis

XYZ file:
```
71
C25H31ClCsI2N4O5S2, DFT the ωB97M-V functional and the def2-TZVPD basis
Cs -1.00 -1.55 -0.55
C 0.61 -1.00 -3.62
C 1.37 -1.91 -2.68
N 2.20 -1.31 -1.91
N 3.00 -2.15 -1.15
C 3.60 -1.58 -0.17
S 3.57 0.05 0.43
S 4.59 -2.66 0.86
C 4.18 -4.31 0.21
C 4.99 -4.75 -0.98
C 6.34 -5.05 -0.85
C 7.09 -5.48 -1.93
C 6.49 -5.62 -3.17
C 5.14 -5.33 -3.32
C 4.39 -4.90 -2.23
C 1.09 -3.37 -2.75
C 1.05 -3.95 -4.02
C 0.84 -5.29 -4.25
C 0.62 -6.11 -3.14
C 0.61 -5.59 -1.87
C 0.85 -4.20 -1.59
O 0.81 -3.78 -0.38
H 0.94 0.03 -3.45
H 0.80 -1.27 -4.66
H -0.47 -1.06 -3.48
H 4.38 -4.98 1.06
H 3.11 -4.32 0.00
H 6.82 -4.93 0.12
H 8.14 -5.70 -1.81
H 7.07 -5.96 -4.02
H 4.65 -5.44 -4.28
H 3.34 -4.67 -2.35
H 1.24 -3.31 -4.88
H 0.85 -5.69 -5.25
H 0.44 -7.17 -3.27
H 0.44 -6.22 -1.00
I -1.07 4.34 0.63
C -0.48 3.15 -1.05
I 1.14 1.82 -0.66
H -0.20 3.85 -1.83
H -1.36 2.59 -1.34
Cl -6.81 -1.61 0.83
C -5.89 -1.13 -0.64
C -4.36 -1.24 -0.54
O -3.79 -0.75 -1.54
O -3.84 -1.79 0.45
H -6.16 -0.11 -0.87
H -6.24 -1.77 -1.45
O -2.64 1.77 3.04
O -2.75 1.87 4.23
C 1.81 -2.37 3.51
C 1.17 -2.17 2.13
N 0.23 -1.06 2.19
C -0.94 -1.44 2.97
C -0.48 -1.96 4.35
N 0.97 -1.59 4.50
C 1.15 -0.11 4.25
C 0.85 0.13 2.76
H 2.82 -1.96 3.55
H 1.83 -3.41 3.84
H 0.66 -3.07 1.77
H 1.95 -1.95 1.41
H -1.50 -2.22 2.45
H -1.60 -0.58 3.07
H -0.53 -3.05 4.43
H -1.02 -1.51 5.18
H 1.28 -1.81 5.44
H 2.18 0.13 4.52
H 0.47 0.40 4.92
H 1.77 0.31 2.20
H 0.19 0.99 2.64
```

Summary:
E_HOMO (alpha / beta), eV: -4.21 / -4.21
HOMO-LUMO gap (alpha / beta), eV: 4.55 / 4.52
Net charge: -1

Löwdin atomic charge list, values in e, 2 entries:
1 Cs 1.183
2 C -0.077